Here is the ion C8H14N3O3S with charge -1 in a non-equilibrium geometry from the OMol25 dataset. Energies are from ωB97M-V with the def2-TZVPD basis set.

The geometry in XYZ format:
```
29
Properties=species:S:1:pos:R:3:mulliken_charge:R:1
O -0.7436 0.8107 4.0237 -0.70
O -2.5798 -1.5774 -0.2824 -0.72
O 0.0548 -2.3769 -2.9555 -0.73
S 1.1164 1.6450 -0.9875 -0.59
C -0.3595 1.2383 2.9473 0.67
C -1.9042 -0.6299 0.1042 0.49
C 0.2293 -1.4770 -2.1136 0.33
N 1.2071 -1.5243 -1.1775 -0.05
N -0.8940 0.9153 1.7850 -0.03
N -1.2197 0.0817 -0.7468 -0.17
C 0.7029 2.3084 2.9316 -0.85
C 2.2899 -2.5344 -1.1336 -1.00
C -1.8896 -0.1455 1.5662 -0.22
C 0.0915 1.0503 -2.4344 -0.83
C -0.7052 -0.2341 -2.0567 -0.21
H 1.2437 -0.6431 -0.6509 0.25
H -0.4266 1.2589 0.9548 -0.11
H -0.8292 0.9674 -0.4379 0.16
H 1.3909 2.0918 3.7305 0.32
H 0.1644 3.2779 3.0470 0.18
H 1.2244 2.3250 1.9484 0.23
H 2.9986 -2.4060 -1.9452 0.30
H 1.8929 -3.5403 -1.1119 0.29
H 2.8362 -2.3770 -0.2099 0.37
H -1.6018 -1.0128 2.1717 0.30
H -2.8908 0.2161 1.8238 0.21
H -0.5776 1.8274 -2.7463 0.36
H 0.6921 0.8296 -3.2952 0.41
H -1.5135 -0.3649 -2.7489 0.35
```

- Structure (SMILES): CNC(=O)[C@H](C[S-])NC(=O)CNC(C)=O
- Lowest unoccupied orbital energy: 3.280 eV
- Max |F|: 1.9 eV/A
- M: 232.29 u
- Charge: -1
- Gap between HOMO and LUMO: 7.6 eV
- HOMO level: -4.295 eV
- Energy above the lowest of the compared OMol25 structures with the same formula, charge and spin: 0.0762 eV